Below is a molecular structure, C44H56N7O4P3SSr in a non-equilibrium geometry, with properties calculated with the ωB97M-V functional and the def2-TZVPD basis.

Geometry as XYZ:
```
116
Properties=species:S:1:pos:R:3:forces:R:3:lowdin_charge:R:1
Sr -3.628989 2.131246 -5.604264 0.00 -1.11 0.09 1.51
C 3.397777 5.585110 -2.513531 -1.09 -3.80 0.82 -0.22
C 4.366847 5.912565 -3.329248 -2.12 3.51 -2.26 0.03
C 2.999559 6.876760 -4.187952 3.35 -0.41 7.25 -0.28
C 3.041612 6.780905 -5.528687 -2.61 3.25 -8.49 -0.17
C 2.741183 7.070936 -6.743032 -0.13 -2.74 1.65 0.10
C 2.246689 5.955588 -3.318793 -2.48 -1.81 2.75 -0.10
P 3.901159 -3.153592 2.926232 -0.13 -1.18 1.43 0.78
C 3.884384 -2.420267 1.301973 0.59 -1.42 1.73 -0.59
C 3.659351 -3.298020 0.224034 -0.78 -2.14 1.08 -0.21
C 3.704331 -2.852949 -1.067458 -1.28 -1.27 0.26 -0.13
C 3.810608 -1.473630 -1.240779 0.41 -0.78 -1.48 -0.12
C 4.125243 -0.629595 -0.197866 -1.02 -5.37 -1.07 -0.12
C 4.237406 -1.127919 1.043370 -0.20 0.80 0.57 -0.16
C 4.321517 -1.849088 4.236611 -7.38 3.19 -4.95 -0.46
C 5.483660 -1.662831 4.759934 2.36 2.44 4.90 -0.19
C 5.786265 -0.781894 5.851762 -6.53 1.82 -3.45 -0.04
C 4.750617 0.177868 6.177172 6.97 -2.49 3.24 -0.15
C 3.605710 0.099328 5.519352 -5.50 4.78 -1.56 -0.20
C 3.308910 -0.690086 4.446751 5.85 -3.51 2.52 -0.07
H 3.709881 4.741145 -1.873498 -1.48 0.55 0.72 0.11
H 5.299739 5.480394 -3.484831 1.63 -0.09 -0.52 0.06
H 2.936207 7.602646 -3.094049 0.47 0.19 -4.59 0.23
H 2.284889 6.824992 -7.848256 1.72 0.93 3.49 0.09
H 10.282647 -1.484352 -0.783527 0.00 0.00 0.00 0.00
H 3.337849 -4.403774 0.454141 0.91 2.13 -0.35 0.11
H 3.426658 -3.664259 -1.814532 0.78 1.79 0.55 0.09
H 3.711001 -1.200692 -2.254456 0.02 1.10 -0.97 0.05
H 4.270643 0.314356 -0.258621 0.88 6.32 -1.24 0.04
H 4.479201 -0.382554 1.767882 0.19 -0.09 1.05 0.09
H 6.130761 -2.409787 4.712555 3.17 -3.27 -1.01 0.03
H 6.539272 -0.988814 6.461445 3.53 -0.34 2.30 0.03
H 5.099416 0.683112 7.126610 -1.54 0.25 -1.21 0.10
H 2.806762 1.037569 5.695395 1.85 -2.50 -0.16 0.15
C -1.188427 -3.296580 6.578566 -2.08 -3.49 3.56 -0.18
N -2.453288 -2.478307 6.261389 4.14 1.32 -1.25 -0.16
C -3.371397 -3.119348 5.359412 -4.33 -0.92 1.49 -0.21
C -3.641859 5.497745 -5.202607 1.54 1.67 -1.96 -0.57
N -3.639493 4.442386 -5.750695 -0.56 -0.46 0.92 -0.21
N -3.357707 6.731150 -4.998288 -0.88 -1.19 0.78 0.01
C 6.196982 -0.862325 -5.028157 3.85 -1.85 0.11 -0.46
N 5.075644 -0.772113 -5.282402 -4.47 2.07 -1.32 0.20
N 7.379388 -1.181327 -5.071248 2.99 1.74 3.14 0.08
H -0.214463 -2.899732 6.659767 0.53 2.23 0.26 0.02
H -0.829955 -4.166809 5.994294 -1.43 0.05 -0.67 0.06
H -1.337469 -3.828223 7.696779 0.20 1.37 -2.75 0.11
H -4.385639 -2.520001 5.143551 2.53 -0.39 0.47 0.11
H -3.926818 -4.010266 5.899338 1.65 1.13 -1.04 0.10
H -2.973285 -3.387874 4.414321 0.40 -0.64 -0.74 0.01
H -1.935162 -1.740417 5.671300 -1.71 -0.76 1.10 0.05
H -4.209424 7.185062 -4.703773 -0.10 0.57 0.28 0.00
H 1.085044 5.830685 -3.093626 2.73 0.41 -0.80 0.15
H 4.335704 -1.349328 -5.002228 -1.12 -0.79 0.59 0.03
H 7.917457 -0.763511 -4.192054 -1.30 -1.22 -2.46 0.11
S -8.027384 0.844470 -7.230272 0.86 -0.18 -0.26 0.38
C -6.383369 0.865370 -7.411641 2.30 0.70 0.32 -1.04
N -5.182321 0.977402 -7.463971 -2.71 -0.23 0.51 -0.16
O -0.285820 1.247844 -4.045669 -0.87 -1.13 0.15 0.01
C -1.288053 0.557211 -3.813837 -0.07 -0.87 -0.34 -0.64
O -2.482453 0.984209 -3.671165 -0.59 0.30 -0.55 -0.26
C -1.192324 -1.054121 -3.736234 2.28 0.49 1.33 -0.06
C -2.066849 -1.919756 -3.034676 -0.64 1.19 -0.62 -0.02
C -1.784812 -3.281943 -2.940902 0.39 -0.79 0.14 -0.07
C -0.511302 -3.756724 -3.234112 0.30 -0.05 -0.13 -0.02
C 0.454536 -2.850387 -3.643396 -0.55 1.71 -0.64 -0.14
C 0.139817 -1.526803 -3.985103 -2.05 -1.17 1.22 0.08
N 1.837422 -3.315847 -3.676877 -1.47 -1.10 -0.04 -0.34
O 2.697808 -2.656333 -4.196072 0.61 0.41 -0.16 0.08
O 1.972173 -4.427917 -3.193042 1.09 -0.04 -0.21 0.04
H -2.977565 -1.496215 -2.546685 0.69 -0.44 -0.79 0.12
H -2.495938 -4.035059 -2.585267 0.04 0.66 0.11 0.11
H -0.137202 -4.784091 -3.130169 -0.83 0.46 0.20 0.12
H 0.848068 -0.784417 -4.212693 0.97 0.60 -0.54 0.10
C -0.608596 0.846368 2.560938 -3.65 0.66 -1.35 -0.28
P -1.411205 -0.688337 3.121907 -0.52 -1.22 0.20 0.90
C -0.029686 -1.409041 4.095857 3.16 1.60 1.78 -0.33
C -1.266329 -2.081829 1.806191 -1.71 0.72 1.35 -0.36
C -0.186648 -2.327839 1.035727 0.07 -2.89 -0.68 -0.08
C 0.029520 -3.599989 0.446919 -0.10 -0.38 -0.09 -0.06
C -0.921305 -4.598548 0.580630 0.97 0.02 0.65 -0.10
C -2.037001 -4.325544 1.392216 -1.37 -2.03 -1.00 -0.11
C -2.248435 -3.096223 1.951634 0.39 1.20 -0.22 -0.15
H 0.368555 0.753666 2.322720 3.41 -0.31 -0.49 -0.01
H -0.795550 1.707181 3.223415 0.07 -0.57 -0.07 0.04
H -1.123809 1.069277 1.570617 0.64 -0.03 1.33 0.01
H 0.500576 -0.603553 4.978460 -1.99 -2.32 -2.42 0.13
H 0.812559 -1.489959 3.343569 -0.72 -0.23 0.95 0.01
H -0.129899 -2.425067 4.565346 -0.19 1.15 -0.64 0.03
H 0.633051 -1.734816 1.083913 2.35 2.19 -0.22 0.07
H 0.976610 -3.952310 -0.006199 -0.48 1.09 0.16 0.10
H -0.575962 -5.595657 0.216389 -1.06 0.72 0.34 0.11
H -2.823907 -5.127379 1.493438 0.89 0.92 0.08 0.11
H -3.153126 -2.842473 2.492806 0.06 -0.28 0.02 0.07
C -2.449405 1.034507 -0.372749 0.96 -2.25 -1.61 -0.20
C -2.652797 2.444353 -0.011087 -0.33 0.60 2.00 -0.46
P -4.270505 2.914356 0.757733 0.53 1.32 1.21 0.92
C -4.429198 1.834122 2.217093 -2.89 -1.77 0.20 -0.48
C -3.955863 2.248170 3.585154 0.81 2.72 -1.77 -0.18
C -5.450388 2.127907 -0.315814 -2.81 -1.38 -0.98 -0.48
C -5.679203 3.041458 -1.487084 -1.75 1.38 -0.09 -0.22
H -1.367613 0.956285 -0.766400 -1.34 -0.37 0.94 0.11
H -3.010221 0.867351 -1.387324 0.60 -0.39 2.19 0.07
H -2.645035 0.289572 0.511247 0.20 1.07 -2.13 0.08
H -2.458559 2.990984 -0.879472 -0.12 1.33 -1.46 0.05
H -1.907099 2.857454 0.690016 -0.14 -0.35 0.05 0.07
H -4.059365 0.818496 2.106373 0.26 -0.25 -0.67 0.04
H -5.604882 1.633872 2.248881 2.21 0.52 0.05 0.10
H -2.921076 2.635670 3.447968 -0.56 0.03 0.47 0.06
H -3.889244 1.428493 4.208563 -0.08 -1.64 1.51 0.03
H -4.604417 3.039880 3.968271 0.31 -0.04 0.30 0.07
H -6.559245 1.928941 0.137416 2.98 0.06 -0.64 0.14
H -4.974133 1.253122 -0.775544 -0.62 -0.58 0.69 0.06
H -6.380912 2.734188 -2.282981 0.33 -0.46 0.42 0.08
H -4.768069 3.326752 -1.940252 1.14 0.32 -0.66 0.04
H -6.124799 3.962890 -1.083989 0.16 0.07 -0.28 0.06
H 2.433603 -0.544938 3.983824 -2.78 -0.05 -1.90 0.00
```
Positions in Å, forces in eV/Å.

Summary:
Relative energy (zero: lowest compared OMol25 entry of this formula, charge and spin) ... 433.7 kcal per mole
HOMO-LUMO gap ... 3.9 eV
Charge ... -2
Highest occupied orbital energy ... -1.039 eV